No. 1
ORCA calculation (ωB97M-V/def2-TZVPD) on a molecular structure, C5H5N3OS at a distorted geometry.

Structure (XYZ):
```
15
Properties=species:S:1:pos:R:3:forces:R:3:nbo_charge:R:1
C 2.01956 -0.97412 0.88392 1.599 -2.700 0.104 0.164
C 0.32734 2.30369 0.09091 -4.312 -0.758 0.066 -0.113
C 1.72140 0.25336 0.43754 -6.780 5.811 -1.042 0.037
C -0.04008 1.07895 0.46679 4.097 -4.522 1.240 -0.262
C -1.14302 -1.06221 -0.52046 3.583 1.238 1.454 -0.790
N 2.27048 -2.07921 1.13645 -0.271 0.644 0.167 -0.237
N 1.52704 2.44946 -0.29298 4.978 0.865 -1.483 -0.257
N 2.24424 1.32523 -0.14956 2.232 0.481 1.225 -0.260
O -2.65705 0.72348 0.82406 -0.762 0.882 -0.016 -0.960
S -1.38137 0.03253 0.97168 0.193 -1.138 -0.593 1.300
H -0.46713 3.02121 -0.08563 0.525 0.545 0.108 0.250
H -1.02852 -0.36667 -1.35934 -0.283 -0.519 -0.014 0.232
H -1.73779 -1.92274 -0.67032 -1.107 -0.499 0.186 0.241
H -0.08538 -1.40809 -0.18673 -1.696 0.124 -1.156 0.221
H 3.29580 1.49660 -0.21246 -1.995 -0.454 -0.246 0.432
```
Forces are in eV/Å.

net charge: 0
orbital gap (alpha / beta): 7.75 / 7.76 eV
maximum force: 8.99 eV/A
energy relative to the best compared isomer or geometry (same formula, charge and spin): 437.7 kJ/mol
E: -22613.164 eV

No. 2
ORCA calculation (ωB97M-V/def2-TZVPD) on a molecular structure, C23H25AsCl2N5O10S6Ta.

Structure (XYZ):
```
73
Properties=species:S:1:pos:R:3:forces:R:3:lowdin_charge:R:1
Ta -0.07303 1.45081 0.19327 -0.148 0.371 0.773 1.156
S 1.53723 4.16580 3.98355 0.033 -0.002 -0.161 -0.151
As 0.63661 2.46819 3.16776 0.115 0.295 0.527 -0.451
S 1.91063 1.57767 1.55683 -0.240 -0.067 -0.052 0.121
S -1.04418 3.02009 1.80490 0.009 -0.222 0.023 0.120
S 0.06428 1.04310 4.64470 -0.074 -0.075 -0.163 -0.025
O 2.28364 3.94917 -4.90961 0.203 0.002 -0.229 0.113
C 3.24799 3.05344 -4.78420 -0.098 0.063 -0.136 -0.516
O 4.05828 2.86780 -5.66301 0.043 -0.023 -0.029 0.052
C 3.28901 2.29022 -3.51219 0.093 0.004 0.016 -0.048
C 4.21642 1.31288 -3.20404 -0.007 0.025 -0.049 -0.575
Cl 5.44489 0.62343 -4.15489 0.035 -0.014 -0.028 0.790
N 3.96987 0.88499 -1.94533 -0.159 0.063 0.021 -0.060
N 2.91794 1.51584 -1.42141 0.060 0.143 0.014 0.110
C 2.49215 2.36014 -2.33876 0.148 0.023 0.022 -0.155
C 1.29408 3.19110 -2.02987 -0.096 -0.352 -0.067 -0.501
O 0.90284 4.05272 -2.80748 -0.049 0.045 0.379 0.100
O 0.71204 2.91008 -0.91207 -0.057 0.167 -0.232 -0.291
C 4.62676 -0.10075 -1.14632 0.024 -0.070 0.062 -0.196
C 3.84075 -1.01035 -0.45620 0.005 0.015 0.015 -0.003
C 4.45304 -1.90777 0.40392 0.014 -0.010 -0.022 -0.042
C 5.83295 -1.90653 0.54437 -0.003 -0.033 0.033 -0.080
C 6.60694 -0.99867 -0.16405 0.035 0.034 -0.015 -0.092
C 6.00544 -0.07722 -1.00698 0.018 -0.006 0.024 -0.051
H 1.71538 4.01689 -4.08208 -0.045 0.033 -0.015 0.041
H 2.76477 -1.01190 -0.57238 -0.019 0.002 -0.014 0.075
H 3.83945 -2.59881 0.96278 -0.062 -0.080 0.015 0.088
H 6.30411 -2.60981 1.21964 -0.002 0.000 -0.004 0.100
H 7.68295 -0.98632 -0.04289 0.001 -0.005 -0.002 0.096
H 6.59505 0.66251 -1.53022 -0.006 0.005 -0.010 0.095
N -1.62090 -1.26762 3.40186 0.104 0.099 0.154 0.121
C -1.07331 -2.15708 2.33935 0.010 0.014 -0.179 -0.086
C -1.09356 -1.32893 1.06262 -0.106 -0.289 -0.062 -0.677
O -1.71873 -1.64568 0.08217 0.113 -0.097 0.115 0.027
O -0.41930 -0.21709 1.23698 0.063 0.141 -0.200 -0.359
H -1.82726 -1.77481 4.25615 -0.015 -0.016 -0.001 0.149
H -2.45088 -0.76917 3.05568 -0.012 0.049 -0.010 0.108
H -0.92988 -0.49181 3.66238 -0.016 0.027 -0.003 -0.053
H -1.68907 -3.04284 2.21341 -0.007 0.025 0.056 0.129
H -0.05601 -2.44216 2.59900 0.011 -0.054 -0.054 0.098
C -4.79538 3.41016 0.74188 -0.026 0.011 -0.008 -0.071
C -5.47011 2.06080 0.95349 -0.009 -0.057 0.007 -0.162
C -4.82823 0.87489 0.18492 -0.079 -0.006 0.024 -0.297
C -5.57823 -0.41715 0.54074 0.009 0.009 -0.030 -0.182
C -5.07704 -1.63917 -0.21974 -0.009 -0.009 0.005 -0.064
C -5.00321 1.15233 -1.29326 0.029 0.039 0.000 -0.423
O -6.07325 1.06630 -1.86206 -0.005 0.025 0.015 0.084
N -3.88086 1.57010 -1.94905 -0.001 -0.043 0.002 0.226
C -2.61622 1.71708 -1.38633 -0.014 0.104 -0.043 -0.561
O -1.73139 2.25224 -2.02948 -0.078 0.022 -0.022 0.014
N -2.37139 1.25461 -0.13314 0.285 -0.075 0.008 0.003
C -3.37005 0.78031 0.65263 0.016 0.005 0.150 -0.442
O -3.17498 0.34172 1.78076 -0.109 0.052 -0.089 0.023
H -5.33562 4.18729 1.28439 0.008 0.001 0.001 0.075
H -4.78081 3.69631 -0.31208 -0.007 0.004 -0.005 0.080
H -3.76860 3.40723 1.10852 0.014 0.003 0.005 0.029
H -6.51902 2.10480 0.65017 0.008 -0.009 -0.013 0.118
H -5.43939 1.79374 2.01209 0.010 -0.001 -0.007 0.122
H -6.63612 -0.24710 0.33045 0.004 -0.003 0.005 0.115
H -5.46789 -0.56548 1.61534 0.013 0.016 -0.003 0.113
H -5.30999 -1.55897 -1.28328 0.009 0.005 -0.002 0.078
H -5.55674 -2.54552 0.15473 -0.008 0.002 -0.016 0.073
H -3.99853 -1.76496 -0.11576 0.001 -0.018 0.012 0.059
H -3.96311 1.84409 -2.91676 -0.014 0.022 -0.008 0.166
Cl 0.24011 0.02353 -1.60263 0.025 -0.373 -0.516 0.265
C 4.05213 -6.10006 0.73070 -0.021 -0.018 0.045 -0.178
O 3.02443 -5.29236 0.18603 0.169 0.241 0.009 -0.296
C 2.11896 -4.70137 1.02000 -0.445 -0.637 -0.077 -1.429
S 2.14544 -5.05806 2.66821 0.162 0.182 0.168 0.438
S 0.96387 -3.79397 0.21142 0.121 0.258 -0.117 0.551
H 4.71443 -6.32610 -0.10493 -0.002 0.002 -0.005 0.079
H 3.64584 -7.02200 1.15346 0.007 0.030 0.009 0.065
H 4.59153 -5.57679 1.52129 0.021 -0.013 -0.016 0.052
```
Forces are in eV/Å.

net charge: -2
orbital gap: 5.95 eV
maximum force: 0.87 eV/A
energy relative to the best compared isomer or geometry (same formula, charge and spin): 43.3 kJ/mol
E: -204641.791 eV

No. 3
ORCA calculation (ωB97M-V/def2-TZVPD) on a molecular structure, C6H4O.

Structure (XYZ):
```
11
Properties=species:S:1:pos:R:3:forces:R:3:lowdin_charge:R:1
C 3.15615 -0.54306 -0.12219 -0.638 0.177 0.123 0.058
C 1.91326 -0.35221 -0.02364 0.395 -0.152 0.057 -0.104
C 0.50569 -0.16684 0.06603 -0.048 0.218 0.092 -0.299
C -0.24408 0.90576 0.44979 0.114 -0.074 0.001 -0.002
C -1.60366 0.53302 0.24904 -0.039 -0.111 -0.036 -0.049
C -1.56997 -0.74116 -0.22632 -0.178 0.111 0.026 -0.102
O -0.30459 -1.17816 -0.36052 0.038 -0.004 -0.007 0.055
H 2.70297 0.36897 -0.80563 0.217 -0.007 -0.233 0.083
H 0.14365 1.84528 0.81950 -0.067 -0.171 -0.031 0.123
H -2.48387 1.13044 0.43816 0.119 -0.119 -0.021 0.108
H -2.33891 -1.45011 -0.49633 0.088 0.131 0.029 0.130
```
Forces are in eV/Å.

net charge: 0
orbital gap: 9.88 eV
maximum force: 0.67 eV/A
energy relative to the best compared isomer or geometry (same formula, charge and spin): 262.1 kJ/mol
E: -8329.724 eV

No. 4
ORCA calculation (ωB97M-V/def2-TZVPD) on C2H5OPS2 in the gas phase at a distorted geometry.

Structure (XYZ):
```
11
Properties=species:S:1:pos:R:3:forces:R:3:nbo_charge:R:1
C 0.55218 0.54624 0.74659 1.253 0.614 2.319 -0.580
C -0.05374 -0.73308 0.21013 2.216 1.092 -2.498 -0.599
O -2.24927 0.22403 -1.33407 0.501 2.716 -3.809 -1.040
P -2.70541 0.40960 0.15567 1.127 2.016 1.437 0.991
S -0.33038 2.04940 0.32664 -1.669 -1.007 0.140 -0.261
S -1.61660 -1.06570 0.97444 -0.203 -0.871 0.735 -0.011
H 0.71582 0.40199 1.86655 -0.671 0.484 -0.986 0.203
H 1.62577 0.69910 0.45043 -0.990 -0.421 -0.475 0.245
H -0.12652 -0.43547 -0.96675 0.077 -1.919 2.670 0.260
H 0.68642 -1.50556 0.56852 -1.035 0.144 -1.160 0.250
H -2.05138 1.14012 -1.82568 -0.605 -2.848 1.628 0.542
```
Forces are in eV/Å.

net charge: 0
orbital gap (alpha / beta): 7.32 / 7.32 eV
maximum force: 4.70 eV/A
energy relative to the best compared isomer or geometry (same formula, charge and spin): 142.6 kJ/mol
E: -35160.758 eV

Which of these has the highest E? C6H4O